Density functional theory data (ωB97M-V/def2-TZVPD) for a 5-piece molecular cluster, C27H52ClFN3O18P4 overall at a distorted geometry.

The value obtained for the energy is -122562.665 eV. The highest occupied orbital energy comes out at -11.996 eV. The calculation puts the HOMO-LUMO gap at 7.342 eV. The charge is +1.

Last column: Löwdin charge in e.
Atoms and positions in Å:
C -2.19237 3.87622 -1.77092  -0.04
C -2.26304 2.34410 -1.34674  -0.34
O -2.05548 2.35365 0.08606  -0.06
C -1.02781 1.51723 -1.92049  -0.08
O 0.16483 2.14864 -1.36366  -0.03
C 1.24522 2.05311 -2.18098  -0.12
C 1.21733 2.77291 -3.47924  -0.07
F 0.14879 3.49314 -3.90057  0.10
C 2.37286 2.67519 -4.37362  -0.09
C 2.31498 3.39764 -5.76470  -0.10
C 2.03807 2.25018 -6.82391  -0.24
N 1.10857 2.32800 -7.69269  0.11
C 3.52786 1.88004 -3.89755  -0.49
Cl 4.97651 1.72744 -4.93859  0.71
C 3.45519 1.25038 -2.60664  0.01
N 2.33613 1.32776 -1.76087  0.08
C 2.44170 0.62373 -0.49889  -0.13
C 3.10920 -0.70472 -0.36117  0.03
C 3.16516 -1.24424 0.99160  -0.11
N 2.71797 -0.72711 2.16363  0.06
C 2.07936 0.47462 2.07048  -0.07
C 1.94684 1.14680 0.78305  0.04
H -3.13979 4.35839 -1.39335  0.09
H -2.11719 4.00889 -2.87879  0.08
H -1.32071 4.31935 -1.21124  0.09
H -3.24885 1.88415 -1.63037  0.16
H -2.65903 1.70602 0.49138  0.11
H -1.04276 1.44394 -3.03809  0.12
H -1.11356 0.47788 -1.49135  0.15
H 3.28152 3.93086 -5.96070  0.12
H 1.49919 4.16527 -5.75943  0.12
H 2.71306 1.34655 -6.73114  0.11
H 1.15426 1.43303 -8.21028  0.07
H 4.33168 0.63845 -2.27136  0.15
H 3.53665 -1.24211 -1.24741  0.12
H 3.66686 -2.24854 1.07560  0.13
H 1.70159 0.94434 3.01604  0.13
H 1.43024 2.14243 0.77273  0.11
C 2.66638 -2.72795 4.46423  -0.12
O 2.73455 -3.94805 5.19886  -0.21
P 4.00875 -4.87366 4.97501  0.35
O 4.52057 -4.91415 3.59544  -0.24
O 3.53519 -6.27706 5.55939  -0.20
C 2.41737 -6.88443 4.91587  -0.10
O 5.03569 -4.35024 6.06819  -0.20
C 6.37500 -4.84223 5.99629  -0.10
H 1.88591 -2.82003 3.70888  0.08
H 2.40547 -1.91767 5.14531  0.09
H 3.60995 -2.48847 3.97603  0.07
H 2.48475 -6.78391 3.83075  0.09
H 1.49370 -6.42396 5.26988  0.09
H 2.40251 -7.94385 5.16940  0.09
H 6.98096 -4.14947 5.41196  0.09
H 6.41584 -5.83391 5.54400  0.09
H 6.77722 -4.90007 7.00759  0.09
C -6.65625 -1.85795 1.94384  -0.09
O -7.49855 -1.12902 1.05232  -0.20
P -6.87918 -0.63533 -0.32528  0.35
O -5.47496 -0.19373 -0.26274  -0.25
O -7.91319 0.47718 -0.79970  -0.20
C -8.06518 1.60694 0.05858  -0.10
O -7.16755 -1.84806 -1.30977  -0.20
C -6.54866 -1.80933 -2.59603  -0.09
H -6.43592 -1.22978 2.80759  0.09
H -7.18620 -2.74859 2.28002  0.09
H -5.72062 -2.15953 1.47204  0.08
H -7.09994 1.94332 0.44244  0.08
H -8.72124 1.35085 0.89149  0.09
H -8.51826 2.41816 -0.51010  0.09
H -5.60362 -2.35221 -2.55639  0.08
H -6.36795 -0.78510 -2.92527  0.09
H -7.20879 -2.29757 -3.31262  0.09
C -0.42304 -4.81196 -6.74756  -0.08
O -1.27958 -4.15367 -5.81281  -0.20
P -0.62123 -3.14286 -4.78111  0.35
O 0.70291 -3.53068 -4.27216  -0.23
O -1.75016 -2.98438 -3.66920  -0.21
C -2.11529 -4.17254 -2.96597  -0.09
O -0.67099 -1.74847 -5.55088  -0.19
C 0.03922 -0.66682 -4.96408  -0.12
H -0.35621 -5.86576 -6.47682  0.10
H -0.85832 -4.72905 -7.74290  0.09
H 0.57859 -4.38164 -6.76177  0.08
H -1.23549 -4.76778 -2.71462  0.09
H -2.79710 -4.76637 -3.57607  0.09
H -2.62254 -3.88991 -2.04397  0.09
H 1.04251 -0.62013 -5.39195  0.09
H 0.10897 -0.77488 -3.87905  0.07
H -0.48774 0.26174 -5.19241  0.09
C 3.71684 5.79149 5.33498  -0.09
O 2.81325 4.69324 5.45733  -0.21
P 1.31439 4.90333 4.96860  0.35
O 0.74746 6.23274 5.22786  -0.22
O 0.54367 3.69351 5.66169  -0.22
C 0.55457 3.67386 7.08918  -0.10
O 1.36676 4.47112 3.43655  -0.22
C 0.21036 4.74057 2.64276  -0.09
H 3.94077 6.17151 6.33195  0.09
H 4.63982 5.43898 4.87495  0.09
H 3.30418 6.59821 4.72867  0.09
H 0.40164 4.67429 7.49793  0.09
H 1.50540 3.27430 7.44472  0.09
H -0.25092 3.02705 7.43503  0.09
H 0.33092 5.70460 2.14785  0.09
H -0.69847 4.75069 3.24537  0.09
H 0.12005 3.96088 1.88462  0.07

Density functional theory data (ωB97M-V/def2-TZVPD) for C27H52ClN12ReS as an isolated structure at a distorted geometry.

The value obtained for the energy is -72185.209 eV. The highest occupied orbital energy (spin up / spin down) comes out at -15.845 / -15.840 eV. The calculation puts the HOMO-LUMO gap (spin up / spin down) at 6.113 / 6.351 eV. The charge is +3. For the relative energy (zero: lowest compared OMol25 entry of this formula, charge and spin), the calculation gives 301.5 kJ/mol. The spin multiplicity is 2.

Last column: Löwdin charge in e.
Atoms and positions in Å:
Re 0.20800 -0.10631 -0.17837  1.65
C 3.92614 -1.61331 3.72305  0.01
N 2.65486 -1.65818 2.97597  -0.09
C 1.65738 -2.60276 3.50778  -0.01
C 2.44182 -0.90798 1.91421  -0.38
N 1.18570 -0.43957 1.61902  -0.07
C 0.28989 -0.16279 2.77525  -0.19
C -0.45636 1.09755 2.46729  -0.14
N -1.12595 0.95520 1.13563  -0.26
C -1.25681 2.30057 0.50046  -0.15
C -1.74147 2.14364 -0.91213  -0.19
N -0.95066 1.08680 -1.59252  -0.05
C -1.09103 0.93069 -2.91165  -0.36
N -0.17424 0.07722 -3.55667  -0.17
C -0.80078 -1.08177 -4.22359  -0.03
C 0.92213 0.67190 -4.34249  -0.05
N -2.08756 1.47905 -3.62230  -0.09
C -1.87598 1.85178 -5.03990  0.01
C -3.49295 1.57470 -3.17136  -0.01
C -2.43878 0.24062 1.22088  -0.10
C -2.52006 -0.72122 0.06078  -0.17
N -1.22608 -1.43423 -0.06727  -0.06
C -1.31821 -2.87686 0.44866  -0.49
N -2.53997 -3.42177 -0.04912  -0.17
C -3.65368 -3.74724 0.84671  -0.05
C -2.45041 -4.29402 -1.22790  -0.03
N -0.18876 -3.64006 0.02439  -0.18
C 0.88063 -3.09332 -0.75772  -0.12
C 0.11644 -4.85873 0.75754  -0.03
N 3.48036 -0.60961 1.09097  -0.13
C 4.55917 -1.58737 0.88387  -0.02
C 3.91472 0.79234 0.97677  -0.01
H 3.68462 -1.52329 4.78115  0.12
H 4.51844 -0.74880 3.43746  0.09
H 4.50528 -2.52546 3.58191  0.11
H 2.16535 -3.54152 3.72464  0.12
H 0.88187 -2.78357 2.76896  0.05
H 1.21031 -2.24174 4.43476  0.11
H 0.85640 -0.01401 3.69299  0.14
H -0.40041 -0.98585 2.92044  0.08
H 0.24311 1.92930 2.40329  0.13
H -1.17737 1.32848 3.25125  0.15
H -0.27787 2.78391 0.52495  0.12
H -1.94196 2.93323 1.06747  0.15
H -1.63288 3.09585 -1.43164  0.15
H -2.79874 1.90818 -0.89662  0.09
H -1.69298 -1.39625 -3.67864  0.09
H -0.08995 -1.91217 -4.22179  0.09
H -1.07479 -0.88360 -5.26474  0.09
H 1.22563 1.62801 -3.91643  0.10
H 0.64476 0.83361 -5.38501  0.10
H 1.77536 -0.00724 -4.34109  0.08
H -0.88838 2.27051 -5.19225  0.09
H -2.59688 2.62739 -5.28346  0.11
H -2.03729 1.01502 -5.71869  0.10
H -3.71807 0.80690 -2.43544  0.08
H -4.12165 1.38085 -4.03606  0.11
H -3.75537 2.55751 -2.78234  0.10
H -3.27096 0.94357 1.20433  0.15
H -2.46968 -0.30576 2.15954  0.13
H -2.69377 -0.19113 -0.86914  0.08
H -3.34463 -1.40969 0.19384  0.12
H -3.84155 -2.96147 1.57764  0.08
H -3.50878 -4.69106 1.38599  0.09
H -4.55514 -3.85887 0.24677  0.10
H -1.70433 -3.93223 -1.93336  0.08
H -3.41735 -4.29243 -1.72903  0.10
H -2.20934 -5.33266 -0.97238  0.10
H 0.49937 -2.49480 -1.59001  0.06
H 1.45769 -3.91705 -1.17933  0.12
H 1.58900 -2.47553 -0.15583  0.06
H -0.77116 -5.25085 1.25311  0.09
H 0.89784 -4.71112 1.51828  0.09
H 0.46679 -5.62249 0.06360  0.11
H 4.17773 -2.59947 1.01078  0.11
H 5.41066 -1.43626 1.54983  0.10
H 4.91708 -1.47737 -0.14067  0.09
H 3.06510 1.46940 1.05652  0.09
H 4.41734 0.94669 0.02481  0.08
H 4.62474 1.04020 1.77049  0.11
S -1.93675 -4.17686 4.19215  0.87
C -1.62602 -3.42080 2.87015  -0.83
N -1.35471 -2.75669 1.90259  0.10
Cl 3.83223 3.22185 -2.32277  0.81
C 3.43253 1.56460 -2.28192  -0.69
C 4.20228 0.61022 -2.92146  -0.03
C 3.78166 -0.70849 -2.85745  -0.01
C 2.63645 -1.03960 -2.15876  -0.12
N 1.91085 -0.11488 -1.51172  -0.09
C 2.30848 1.16596 -1.59749  -0.24
H 5.10071 0.89598 -3.46008  0.14
H 4.34047 -1.49162 -3.35571  0.14
H 2.29739 -2.05868 -2.12429  0.09
H 1.70604 1.92992 -1.10113  0.11

Q: The highest energy belongs to which entry?
A: C27H52ClN12ReS

Q: What is the energy in the first record?
A: -122562.665 eV

Q: Number 1 is which compound?
A: C27H52ClFN3O18P4

Q: Among the records above, which one has the highest charge?
A: C27H52ClN12ReS